[1]
{"formula": "C9H17ClN2OP", "method": "ωB97M-V/def2-TZVPD", "elements": ["Cl", "P", "O", "N", "N", "C", "C", "C", "C", "C", "C", "C", "C", "C", "H", "H", "H", "H", "H", "H", "H", "H", "H", "H", "H", "H", "H", "H", "H", "H", "H"], "xyz": [[0.22470, -1.88578, -0.11351], [0.05088, 0.11468, 0.32829], [0.39741, 0.15028, 1.86406], [-1.64916, 0.23724, 0.13704], [1.63065, -3.39084, 2.48851], [-2.17392, 0.52405, -0.99097], [2.08454, 1.74268, -1.84378], [-0.42373, -0.53237, 2.92105], [-3.66768, 0.55444, -1.21188], [2.26824, 1.17787, -0.47120], [-0.64615, -2.04282, 2.79823], [3.14494, -0.00171, -0.42153], [0.62982, -2.84488, 2.63007], [-1.49872, 0.76685, -2.23562], [3.09320, 1.52822, -2.29852], [-4.01000, 1.08660, -0.40935], [-1.36029, -2.43491, 2.12361], [-2.13442, 0.54897, -3.12045], [1.51264, 1.04051, -2.37678], [-3.96763, 0.88408, -2.16098], [0.13739, -0.29982, 3.88576], [4.12836, 0.45704, -0.45701], [2.55813, 1.83350, 0.25815], [3.26269, -0.63308, 0.42981], [-3.94073, -0.48188, -1.04996], [-0.58901, 0.15140, -2.13972], [2.92332, -0.50540, -1.37218], [-0.99486, -2.24114, 3.80324], [1.68348, 2.77232, -1.84526], [-1.22567, 1.88138, -2.34257], [-1.44840, -0.15748, 3.19347]], "forces_ev_per_angstrom": [[0.28, 0.60, -0.74], [0.43, -0.31, -0.43], [-1.82, -0.34, 1.08], [1.21, 0.52, 0.41], [-0.24, 0.07, 0.07], [-1.91, 0.16, -0.19], [0.96, -0.09, 1.10], [0.24, 0.29, 1.64], [1.97, -2.02, 1.10], [-0.64, -1.54, -1.11], [2.62, -0.40, 1.04], [-0.43, -0.19, -1.65], [-0.75, 0.81, 0.28], [2.09, 1.35, -1.56], [-0.69, 1.16, 0.20], [-1.70, 1.50, 1.86], [-0.81, 0.17, -0.85], [0.76, -0.19, 0.62], [-1.24, -0.58, -1.02], [-0.33, 0.58, -1.03], [-0.27, -0.50, -1.55], [0.50, 0.22, -0.45], [-0.55, 1.96, 2.33], [-0.78, -0.48, 0.71], [-0.54, -0.28, -0.12], [0.04, 0.37, -1.09], [0.70, -0.74, 0.53], [-0.29, -0.45, 0.30], [0.52, -0.65, -0.36], [-0.25, -1.56, 0.29], [0.92, 0.58, -1.39]], "e_homo_ev": -13.36, "charge": 1, "e_above_lowest_ev": 1.375}

[2]
{"formula": "C9H17FO9S3", "method": "ωB97M-V/def2-TZVPD", "elements": ["S", "S", "S", "F", "O", "O", "O", "O", "O", "O", "O", "O", "O", "C", "C", "C", "C", "C", "C", "C", "C", "C", "H", "H", "H", "H", "H", "H", "H", "H", "H", "H", "H", "H", "H", "H", "H", "H", "H"], "xyz": [[-3.82878, -1.00350, -1.79234], [-0.23151, -1.53914, 1.20142], [3.10776, 0.99499, -0.04063], [-0.19591, -0.10146, 0.72692], [0.57954, -1.64735, 2.34210], [2.15471, 2.04798, 0.20982], [-1.76749, -1.82424, 1.49031], [0.11284, -2.32082, 0.08942], [3.07857, 0.24442, -1.26913], [-3.61700, -2.25027, -2.47860], [-2.92128, -2.91955, 3.05268], [-1.91299, -0.99830, 3.62203], [-4.62371, -0.94298, -0.58753], [5.01709, 1.39913, 1.71055], [4.75517, 1.64174, 0.22714], [-2.20368, 1.03471, -2.36958], [-2.25243, -0.20656, -1.47184], [-3.65371, 1.48548, -2.59949], [-2.18233, -1.83335, 2.82577], [4.49325, -0.01391, 2.00399], [-4.43718, 0.22179, -2.94619], [3.10549, -0.13183, 1.36122], [4.78094, 2.69072, -0.05698], [5.16726, -0.75069, 1.56345], [-2.23533, 0.06024, -0.42187], [-1.60188, 1.82077, -1.91717], [4.44519, -0.21300, 3.07291], [6.07483, 1.49681, 1.94865], [-5.51283, 0.32631, -2.82801], [2.90156, -1.13744, 1.00613], [-3.64913, -2.91284, 2.41803], [-4.05244, 1.92863, -1.68461], [-1.74272, 0.77926, -3.32479], [2.32153, 0.18740, 2.04053], [-3.72612, 2.22852, -3.39153], [5.43785, 1.06665, -0.39697], [-1.45146, -0.90714, -1.69519], [4.46835, 2.12915, 2.30893], [-4.20206, -0.13032, -3.94954]], "forces_ev_per_angstrom": [[0.15, 0.12, -0.21], [1.42, -2.00, -0.50], [0.25, -0.12, 0.08], [-0.61, 1.23, 0.17], [-0.38, 0.40, 1.17], [-0.11, -0.01, -0.11], [0.54, 0.56, -0.15], [-0.48, -0.27, -0.96], [-0.19, 0.09, -0.09], [-0.13, -0.13, 0.15], [-0.20, 0.45, -0.02], [0.20, -0.42, -0.68], [-0.01, -0.16, 0.07], [-0.10, -0.06, 0.02], [0.21, 0.08, 0.21], [-0.12, 0.01, -0.04], [0.24, 0.19, -0.22], [0.07, -0.06, 0.08], [-0.37, 0.50, 1.37], [0.04, 0.06, -0.07], [-0.03, 0.32, -0.05], [0.28, -0.08, 0.20], [-0.11, -0.01, -0.09], [0.00, 0.00, -0.02], [-0.17, 0.03, 0.06], [0.03, -0.01, 0.01], [-0.02, -0.02, 0.01], [0.01, 0.01, 0.00], [-0.02, -0.12, 0.05], [-0.10, 0.02, -0.10], [-0.10, -0.50, -0.31], [-0.03, 0.01, -0.01], [-0.01, -0.02, -0.01], [-0.06, 0.09, -0.02], [-0.01, 0.01, -0.01], [-0.04, -0.03, -0.05], [-0.07, -0.12, 0.07], [0.01, 0.03, -0.01], [0.01, -0.07, 0.01]], "e_homo_ev": -10.48}

[3]
{"formula": "C9H17IO4S", "method": "ωB97M-V/def2-TZVPD", "elements": ["I", "S", "O", "O", "O", "O", "C", "C", "C", "C", "C", "C", "C", "C", "C", "H", "H", "H", "H", "H", "H", "H", "H", "H", "H", "H", "H", "H", "H", "H", "H", "H"], "xyz": [[-2.84580, 0.10813, -3.04890], [-0.51309, -1.63756, -0.80194], [1.98217, 0.28722, 1.11551], [-0.03348, -0.13893, -1.07235], [0.12689, -2.20319, 0.32588], [-0.38720, -2.31776, -2.03081], [-2.73554, 0.00683, -0.89858], [-2.63740, -1.65135, 0.99201], [-0.49904, 0.73013, 0.00356], [0.45672, 1.89542, 0.10891], [3.46332, -0.43027, -0.67819], [-1.91096, 1.15915, -0.33248], [1.57480, 1.63080, 1.11811], [3.33809, 0.02109, 0.76896], [-2.27497, -1.37655, -0.46132], [-1.94564, 2.00794, -0.99908], [-2.36168, 1.42750, 0.61820], [-2.63099, -0.74252, 1.58110], [3.27109, -1.49050, -0.75078], [3.98701, 0.86140, 0.99638], [1.15922, 1.84699, 2.10392], [-0.54535, 0.17106, 0.92881], [-0.05760, 2.78959, 0.44004], [-3.75234, 0.11987, -0.55957], [3.64829, -0.79906, 1.40602], [-3.65751, -2.01168, 0.99759], [0.86073, 2.07563, -0.87894], [-2.75366, -2.12570, -1.07283], [4.48436, -0.26762, -1.01420], [-1.99421, -2.39721, 1.43027], [2.39638, 2.32712, 0.97564], [2.78740, 0.12407, -1.31095]], "forces_ev_per_angstrom": [[-0.12, 0.07, 0.03], [-0.42, 0.34, -0.50], [0.39, 0.11, 0.12], [-0.05, -0.41, 0.71], [0.36, 0.01, 1.10], [0.08, -0.35, -1.26], [0.10, -0.05, -0.39], [-0.30, 0.20, -0.21], [-0.16, 0.59, -0.57], [0.63, -0.35, 0.26], [0.50, 0.20, 0.38], [-0.14, -0.46, 0.26], [-0.49, 0.01, 0.17], [-0.41, -0.50, -0.19], [0.34, 0.06, 0.32], [0.05, 0.27, -0.10], [-0.18, 0.41, 0.15], [0.23, 0.14, 0.27], [-0.33, -0.23, -0.18], [-0.04, 0.38, 0.01], [0.03, -0.03, 0.25], [0.38, -0.29, 0.25], [-0.29, 0.23, -0.07], [-0.43, -0.02, -0.17], [0.11, -0.11, 0.27], [-0.28, -0.16, 0.14], [0.03, 0.11, -0.34], [-0.01, -0.24, -0.31], [0.14, 0.03, -0.16], [0.18, -0.14, 0.19], [0.28, 0.04, -0.15], [-0.19, 0.11, -0.27]], "e_homo_ev": -9.45, "e_above_lowest_ev": 0.000}

What did the first record say?
{"formula": "C9H17ClN2OP", "method": "ωB97M-V/def2-TZVPD", "elements": ["Cl", "P", "O", "N", "N", "C", "C", "C", "C", "C", "C", "C", "C", "C", "H", "H", "H", "H", "H", "H", "H", "H", "H", "H", "H", "H", "H", "H", "H", "H", "H"], "xyz": [[0.22470, -1.88578, -0.11351], [0.05088, 0.11468, 0.32829], [0.39741, 0.15028, 1.86406], [-1.64916, 0.23724, 0.13704], [1.63065, -3.39084, 2.48851], [-2.17392, 0.52405, -0.99097], [2.08454, 1.74268, -1.84378], [-0.42373, -0.53237, 2.92105], [-3.66768, 0.55444, -1.21188], [2.26824, 1.17787, -0.47120], [-0.64615, -2.04282, 2.79823], [3.14494, -0.00171, -0.42153], [0.62982, -2.84488, 2.63007], [-1.49872, 0.76685, -2.23562], [3.09320, 1.52822, -2.29852], [-4.01000, 1.08660, -0.40935], [-1.36029, -2.43491, 2.12361], [-2.13442, 0.54897, -3.12045], [1.51264, 1.04051, -2.37678], [-3.96763, 0.88408, -2.16098], [0.13739, -0.29982, 3.88576], [4.12836, 0.45704, -0.45701], [2.55813, 1.83350, 0.25815], [3.26269, -0.63308, 0.42981], [-3.94073, -0.48188, -1.04996], [-0.58901, 0.15140, -2.13972], [2.92332, -0.50540, -1.37218], [-0.99486, -2.24114, 3.80324], [1.68348, 2.77232, -1.84526], [-1.22567, 1.88138, -2.34257], [-1.44840, -0.15748, 3.19347]], "forces_ev_per_angstrom": [[0.28, 0.60, -0.74], [0.43, -0.31, -0.43], [-1.82, -0.34, 1.08], [1.21, 0.52, 0.41], [-0.24, 0.07, 0.07], [-1.91, 0.16, -0.19], [0.96, -0.09, 1.10], [0.24, 0.29, 1.64], [1.97, -2.02, 1.10], [-0.64, -1.54, -1.11], [2.62, -0.40, 1.04], [-0.43, -0.19, -1.65], [-0.75, 0.81, 0.28], [2.09, 1.35, -1.56], [-0.69, 1.16, 0.20], [-1.70, 1.50, 1.86], [-0.81, 0.17, -0.85], [0.76, -0.19, 0.62], [-1.24, -0.58, -1.02], [-0.33, 0.58, -1.03], [-0.27, -0.50, -1.55], [0.50, 0.22, -0.45], [-0.55, 1.96, 2.33], [-0.78, -0.48, 0.71], [-0.54, -0.28, -0.12], [0.04, 0.37, -1.09], [0.70, -0.74, 0.53], [-0.29, -0.45, 0.30], [0.52, -0.65, -0.36], [-0.25, -1.56, 0.29], [0.92, 0.58, -1.39]], "e_homo_ev": -13.36, "charge": 1, "e_above_lowest_ev": 1.375}